(1)
Entry from OMol25: a single C22H22N2O2 molecule (ωB97M-V/def2-TZVPD).

```
! wB97M-V def2-TZVPD RIJCOSX def2/J DEFGRID3
* xyz 0 1
C -6.16742 -0.25890 0.07558
H -7.16752 0.16053 -0.02326
O -5.28231 0.80987 -0.14478
C -3.92977 0.55278 -0.08866
C -3.34737 -0.67142 0.18016
C -1.96518 -0.79606 0.20753
C -1.15409 0.29740 -0.03660
C -1.73567 1.53208 -0.30227
C -3.11051 1.66992 -0.32964
O -3.66520 2.88207 -0.58913
H -4.62650 2.77924 -0.56711
H -1.12506 2.40277 -0.47775
C 0.36134 0.18956 -0.03209
N 0.94150 1.30445 0.69308
C 1.99840 2.01635 0.13501
C 1.89241 2.43687 -1.19566
C 2.88603 3.19118 -1.78494
C 4.00953 3.56187 -1.06492
C 4.12003 3.16418 0.25490
C 3.13351 2.39998 0.85029
H 3.26870 2.09965 1.87783
H 4.98998 3.44299 0.83220
H 4.78491 4.15477 -1.52537
H 2.77685 3.50006 -2.81443
H 1.01320 2.18130 -1.76826
C 0.93471 0.85393 2.06813
C 1.35597 -0.61592 1.97324
N 0.82737 -0.99552 0.68080
C 1.13069 -2.18295 0.06463
C 1.86669 -3.17061 0.72999
C 2.14200 -4.37771 0.11874
C 1.69557 -4.64113 -1.16463
C 0.95464 -3.67683 -1.82687
C 0.66804 -2.46759 -1.22647
H 0.06608 -1.74625 -1.75725
H 0.58777 -3.86908 -2.82502
H 1.91487 -5.58561 -1.63856
H 2.71416 -5.12148 0.65482
H 2.22374 -2.99644 1.73276
H 2.45114 -0.70791 1.99863
H 0.92667 -1.22600 2.77305
H -0.09799 0.92174 2.42771
H 1.56959 1.45193 2.71404
H 0.73011 0.17734 -1.06528
H -1.52854 -1.75830 0.42160
H -3.95499 -1.54141 0.37184
H -6.03080 -1.05066 -0.66747
H -6.04725 -0.67703 1.07986
*
```

The value obtained for the HOMO energy is -7.536 eV. As for the energy: -30245.9726 eV. The calculation puts the frontier orbital gap at 8.248 eV. Its SMILES is COc1ccc(C2N(c3ccccc3)CCN2c2ccccc2)cc1O. The value obtained for the LUMO energy is 0.71 eV.


(2)
Entry from OMol25: 12 unconnected molecules or ions with the total composition C4H28O13 (ωB97M-V/def2-TZVPD).

```
! wB97M-V def2-TZVPD RIJCOSX def2/J DEFGRID3
* xyz 0 1
C 1.88073 0.18811 -0.25220
C 3.01696 1.03968 0.43819
C 2.79524 2.52084 0.50813
O 3.12305 3.16580 1.46399
C 2.10074 -1.21646 0.22746
O 1.69043 -1.75646 1.23470
H 1.79033 0.42421 -1.29842
H 0.97314 0.56541 0.22731
H 3.99804 0.83850 -0.03004
H 3.30734 0.48204 1.34115
H 2.28595 2.84081 -0.42335
H 2.74319 -1.75126 -0.50467
H -3.51168 1.13753 0.66265
H -2.66569 0.77061 -0.54298
O -3.57609 0.99778 -0.27204
H -0.80346 -0.39162 -1.81771
H -0.30703 0.80234 -2.82137
O -0.92735 0.52848 -2.14873
H -2.75908 -0.81712 0.96416
H -3.72386 -1.48302 -0.07489
O -2.97655 -1.64779 0.49317
H 0.81409 0.09707 2.94168
H 0.30496 1.40778 3.66441
O 0.50527 1.00923 2.79940
H -2.27396 2.32955 -2.43930
H -2.83504 2.52600 -1.02158
O -2.41705 3.00045 -1.75411
H -1.03516 0.61656 2.11837
H -2.02341 -0.29573 2.84590
O -1.73958 -0.05818 1.95913
H -1.84483 -3.00710 0.02917
H -0.46887 -3.04181 0.44514
O -1.00785 -3.45604 -0.23564
H -0.05733 -2.24450 3.64301
H 1.01726 -1.75063 2.74654
O 0.62527 -1.54545 3.60731
H 0.20109 3.54370 -2.73505
H -0.33836 2.58382 -1.59220
O 0.29110 2.68017 -2.31056
H 1.77015 -2.43739 -3.26160
H 0.92357 -0.96748 -3.13964
O 1.65880 -1.54035 -2.91260
H -0.03108 -2.57438 -1.61024
H -0.50205 -2.23146 -0.20486
O 0.00865 -1.88228 -0.95721
*
```

The value obtained for the HOMO energy is -9.662 eV. As for the energy: -31216.0161 eV. The calculation puts the frontier orbital gap at 9.752 eV. Its SMILES is O=CCCC=O.O.O.O.O.O.O.O.O.O.O.O. The value obtained for the LUMO energy is 0.09 eV.


(3)
Entry from OMol25: a molecular structure, C23H18AsNOPbS2 (ωB97M-V/def2-TZVPD).

```
! wB97M-V def2-TZVPD RIJCOSX def2/J DEFGRID3
* xyz 2 1
Pb 1.11692 1.33786 0.08642
O -0.03073 0.01325 -1.29989
N 0.52859 -1.09405 -1.81784
C -0.31408 -1.95283 -2.44008
C 0.16185 -3.11312 -2.97796
C 1.52101 -3.40648 -2.85932
C 2.35325 -2.52501 -2.21055
C 1.84974 -1.33133 -1.68829
S 2.89761 -0.16433 -0.93674
H -1.34526 -1.63524 -2.46021
H -0.52485 -3.78397 -3.47245
H 1.92124 -4.32281 -3.27108
H 3.40951 -2.72486 -2.09917
S -0.63293 0.23401 1.90034
C -1.51892 1.58367 2.42469
C -1.77523 1.76368 3.80701
C -2.34931 2.93266 4.24337
C -2.70487 3.93984 3.33197
C -2.50418 3.77766 1.96758
C -1.96588 2.58356 1.51326
As -1.78043 2.19840 -0.32577
C -3.10938 1.02041 -0.93726
C -4.03222 0.48537 -0.04024
C -5.03413 -0.33462 -0.53529
C -5.09286 -0.61994 -1.89501
C -4.15144 -0.09544 -2.77547
C -3.14073 0.72344 -2.29998
C -1.80575 3.81971 -1.28892
C -0.79010 4.74904 -1.05278
C -0.85799 5.99046 -1.65855
C -1.92526 6.29156 -2.50188
C -2.92700 5.35903 -2.73952
C -2.87304 4.11010 -2.14059
H -1.47023 0.99654 4.50594
H -2.52289 3.08304 5.30043
H -3.18004 4.84304 3.69341
H -2.82533 4.54334 1.27330
H -3.99115 0.71276 1.01628
H -5.77360 -0.74546 0.13888
H -5.88140 -1.25745 -2.27347
H -4.20572 -0.32457 -3.83163
H -2.39707 1.12163 -2.97892
H 0.04501 4.51727 -0.40168
H -0.08036 6.72155 -1.48387
H -1.97354 7.26106 -2.98013
H -3.75478 5.60325 -3.39194
H -3.65946 3.39020 -2.31780
*
```

The value obtained for the HOMO energy (spin up / spin down) is -14.487 / -14.337 eV. As for the energy: -115420.1115 eV. The calculation puts the frontier orbital gap (spin up / spin down) at 5.268 / 5.171 eV. The value obtained for the LUMO energy (spin up / spin down) is -9.22 / -9.17 eV.


What is the energy in the second record?
-31216.0161 eV


The highest energy belongs to which entry?
C22H22N2O2


Which value of energy does entry 1 give?
-30245.9726 eV


What did the third record say?
Entry from OMol25: a molecular structure, C23H18AsNOPbS2 (ωB97M-V/def2-TZVPD).

```
! wB97M-V def2-TZVPD RIJCOSX def2/J DEFGRID3
* xyz 2 1
Pb 1.11692 1.33786 0.08642
O -0.03073 0.01325 -1.29989
N 0.52859 -1.09405 -1.81784
C -0.31408 -1.95283 -2.44008
C 0.16185 -3.11312 -2.97796
C 1.52101 -3.40648 -2.85932
C 2.35325 -2.52501 -2.21055
C 1.84974 -1.33133 -1.68829
S 2.89761 -0.16433 -0.93674
H -1.34526 -1.63524 -2.46021
H -0.52485 -3.78397 -3.47245
H 1.92124 -4.32281 -3.27108
H 3.40951 -2.72486 -2.09917
S -0.63293 0.23401 1.90034
C -1.51892 1.58367 2.42469
C -1.77523 1.76368 3.80701
C -2.34931 2.93266 4.24337
C -2.70487 3.93984 3.33197
C -2.50418 3.77766 1.96758
C -1.96588 2.58356 1.51326
As -1.78043 2.19840 -0.32577
C -3.10938 1.02041 -0.93726
C -4.03222 0.48537 -0.04024
C -5.03413 -0.33462 -0.53529
C -5.09286 -0.61994 -1.89501
C -4.15144 -0.09544 -2.77547
C -3.14073 0.72344 -2.29998
C -1.80575 3.81971 -1.28892
C -0.79010 4.74904 -1.05278
C -0.85799 5.99046 -1.65855
C -1.92526 6.29156 -2.50188
C -2.92700 5.35903 -2.73952
C -2.87304 4.11010 -2.14059
H -1.47023 0.99654 4.50594
H -2.52289 3.08304 5.30043
H -3.18004 4.84304 3.69341
H -2.82533 4.54334 1.27330
H -3.99115 0.71276 1.01628
H -5.77360 -0.74546 0.13888
H -5.88140 -1.25745 -2.27347
H -4.20572 -0.32457 -3.83163
H -2.39707 1.12163 -2.97892
H 0.04501 4.51727 -0.40168
H -0.08036 6.72155 -1.48387
H -1.97354 7.26106 -2.98013
H -3.75478 5.60325 -3.39194
H -3.65946 3.39020 -2.31780
*
```

The value obtained for the HOMO energy (spin up / spin down) is -14.487 / -14.337 eV. As for the energy: -115420.1115 eV. The calculation puts the frontier orbital gap (spin up / spin down) at 5.268 / 5.171 eV. The value obtained for the LUMO energy (spin up / spin down) is -9.22 / -9.17 eV.